[1]
{"formula": "C27H35Cl44N2O", "method": "ωB97M-V with the def2-TZVPD basis set", "symbols": ["C", "H", "Cl", "Cl", "H", "C", "Cl", "C", "Cl", "C", "Cl", "Cl", "C", "Cl", "Cl", "Cl", "H", "H", "Cl", "O", "C", "C", "H", "Cl", "H", "Cl", "H", "Cl", "Cl", "H", "H", "H", "H", "Cl", "Cl", "H", "C", "C", "H", "Cl", "Cl", "Cl", "H", "C", "N", "Cl", "C", "H", "C", "H", "H", "H", "H", "Cl", "Cl", "Cl", "H", "C", "H", "C", "Cl", "C", "Cl", "H", "Cl", "Cl", "Cl", "C", "Cl", "Cl", "C", "Cl", "Cl", "C", "C", "Cl", "H", "Cl", "H", "C", "Cl", "C", "H", "Cl", "H", "H", "Cl", "C", "H", "C", "Cl", "H", "Cl", "H", "H", "H", "Cl", "Cl", "C", "C", "H", "Cl", "Cl", "H", "N", "C", "C", "Cl", "H"], "coordinates": [[6.321, -4.450, -6.807], [3.912, 1.486, 0.969], [-1.045, 6.590, -3.489], [-5.339, 7.221, 5.250], [1.828, 1.270, -0.298], [-4.415, 5.880, 4.554], [1.293, -9.227, 2.735], [4.694, -1.454, 2.454], [1.143, -9.831, 5.446], [1.515, 4.031, -0.869], [-2.978, 5.587, 5.551], [5.914, -4.212, -8.515], [0.499, 1.008, -4.634], [-0.691, 9.242, -2.396], [-13.234, 4.510, -0.319], [4.071, -3.028, 2.966], [1.835, 1.647, -2.392], [0.301, 0.871, -5.722], [-10.363, 4.232, -0.103], [0.100, 2.502, 3.280], [-4.502, 0.875, 0.759], [-1.934, 3.549, 2.504], [-2.697, 2.836, 2.880], [-7.260, 4.511, 1.729], [-0.078, -3.133, -1.480], [-3.102, -0.126, 1.187], [-1.796, -3.076, -3.470], [-8.362, 6.493, -0.078], [1.106, -6.966, -2.324], [1.078, 5.036, -0.660], [3.384, 4.636, -1.806], [-1.320, -2.374, -0.458], [1.035, 4.586, -2.902], [-5.435, 4.428, 4.523], [-6.876, 7.335, 2.264], [3.387, 4.971, -0.077], [1.938, -9.148, 1.086], [1.695, -5.718, -3.433], [-0.484, 1.219, -4.173], [2.335, -11.430, 7.538], [-0.537, -11.437, 7.175], [-0.665, 6.946, -0.639], [1.837, -0.643, -4.981], [-7.997, 6.120, 1.621], [0.947, 3.112, 0.137], [3.262, -10.310, 0.914], [6.056, -9.400, 8.047], [-2.892, -2.135, -2.376], [0.985, 3.646, -2.309], [-0.511, 2.159, 3.935], [4.812, 3.257, -0.435], [-2.389, 4.152, 1.693], [-0.849, -0.494, -2.113], [-5.220, 1.548, 2.235], [6.754, -7.870, 7.483], [-3.906, 6.286, 2.900], [0.740, 3.154, -4.790], [-1.074, -1.074, -3.032], [1.074, 4.197, 2.029], [1.846, 2.562, -3.020], [2.543, -7.512, 0.766], [-0.619, 2.849, 2.082], [-3.985, 2.193, -0.309], [0.751, -2.225, -3.216], [1.541, 7.405, -2.464], [0.786, -9.084, 8.222], [2.981, -6.385, -4.452], [-1.175, -3.027, -1.344], [6.739, -9.814, 9.628], [2.337, -4.352, -2.498], [-1.837, -2.380, -2.607], [-12.083, 3.072, 1.913], [-11.998, 1.928, -0.745], [0.931, -10.447, 7.096], [1.183, -0.302, -4.143], [6.434, -10.685, 6.885], [1.871, -0.158, -3.283], [-9.487, 6.152, 2.580], [-0.269, 4.650, 0.961], [-11.920, 3.435, 0.186], [0.652, -9.542, -0.070], [1.379, 2.290, -4.502], [-0.074, 3.368, -2.165], [7.412, -3.157, -6.274], [3.824, 2.281, -1.294], [-1.744, 4.242, 3.353], [-5.702, -0.120, -0.078], [3.328, 2.417, 0.756], [3.463, 3.135, 1.584], [1.837, 2.025, 0.526], [4.298, -9.236, 8.188], [-0.141, -2.031, -4.735], [4.839, -4.415, -5.835], [-1.565, -4.051, -1.177], [-1.756, -0.468, -3.662], [2.283, 2.245, -5.143], [5.058, -1.496, 0.717], [6.168, -1.074, 3.358], [0.203, -1.477, -3.839], [3.062, 4.220, -0.826], [2.918, 2.872, -3.102], [0.363, -5.156, -4.455], [3.473, -0.204, 2.765], [1.506, 1.474, 1.427], [3.833, 2.972, -0.539], [-0.216, 7.545, -2.249], [0.351, 3.788, 1.285], [7.120, -6.017, -6.603], [-0.781, 1.927, 1.483]], "homo_ha": -0.431, "lumo_energy_ev": -2.786, "total_charge": 1, "energy_ha": -21482.57026, "orbital_gap_ev": 8.95}

[2]
{"formula": "C2H5NOS", "method": "ωB97M-V with the def2-TZVPD basis set", "symbols": ["C", "C", "H", "H", "S", "N", "H", "H", "H", "O"], "coordinates": [[-2.025, -0.041, -0.118], [0.735, 0.408, 0.126], [2.618, -0.020, -0.589], [2.684, -0.648, 0.999], [-0.342, -0.848, -0.124], [2.372, -0.836, 0.020], [-2.018, 0.946, 0.263], [-2.214, 0.192, -1.187], [-2.621, -0.744, 0.344], [0.810, 1.591, 0.266]], "homo_ha": -0.340, "lumo_energy_ev": 0.585, "energy_ha": -607.29859, "orbital_gap_ev": 9.85}

[3]
{"formula": "C40H36AsCrIN2OPS2", "method": "ωB97M-V with the def2-TZVPD basis set", "symbols": ["C", "H", "H", "H", "O", "C", "C", "H", "C", "H", "C", "C", "N", "C", "C", "H", "C", "C", "C", "C", "C", "H", "H", "H", "H", "C", "H", "C", "S", "C", "C", "H", "H", "C", "H", "S", "H", "C", "C", "C", "H", "C", "N", "H", "H", "C", "C", "C", "H", "H", "H", "C", "C", "Cr", "H", "H", "H", "H", "H", "H", "H", "H", "C", "H", "C", "H", "C", "C", "C", "H", "C", "As", "C", "H", "P", "C", "C", "H", "H", "C", "H", "C", "I", "C", "C"], "coordinates": [[-3.194, 2.552, 2.627], [1.794, -1.320, -3.436], [-4.614, -2.984, 2.778], [4.191, -1.923, -3.611], [2.517, -0.476, 0.995], [-1.069, -3.600, -5.428], [-1.984, 2.648, 1.947], [0.777, 0.864, -2.314], [-3.154, -1.650, 3.596], [-0.545, 3.990, 1.094], [4.095, -3.373, -2.038], [2.419, 0.834, 3.881], [-0.795, 3.208, -3.282], [-2.838, -5.186, -0.436], [2.109, 1.508, 5.041], [-2.843, -3.495, -6.622], [-1.996, 2.662, -3.014], [1.384, 0.684, -1.418], [-1.487, 3.905, 1.619], [-2.116, -0.141, 2.046], [-3.365, 4.945, 2.688], [3.389, 0.375, 3.743], [-0.556, -4.262, -6.110], [1.322, -4.154, -0.263], [2.388, 0.400, -1.742], [-0.095, 2.027, 4.191], [-2.635, 4.298, -5.255], [1.627, 0.052, 1.649], [0.067, -2.350, 1.560], [2.229, -2.062, -2.767], [-1.291, -3.349, -0.615], [-1.627, -0.243, 4.132], [-1.778, 6.020, 1.736], [-3.826, -1.660, 1.290], [-4.002, -1.970, -5.068], [-2.137, 1.256, -2.138], [-0.013, 2.847, -2.759], [0.183, 1.341, 3.018], [-3.874, 3.696, 3.004], [-2.572, -5.286, 0.921], [-1.055, 2.505, 4.326], [3.284, -4.009, -1.114], [-3.104, 3.255, -3.489], [-3.962, 2.754, -3.323], [-4.799, 3.605, 3.555], [-1.041, -3.437, 0.762], [-3.003, -2.313, -4.844], [-3.127, 4.455, -4.291], [-2.629, 5.276, -3.767], [-3.247, -2.041, 4.600], [3.695, -4.777, -0.473], [-2.379, -1.905, -3.678], [1.456, 0.740, 2.864], [0.662, -0.506, 0.127], [-0.719, 4.167, -3.580], [-3.591, 1.582, 2.888], [0.624, 2.620, 6.114], [-3.895, 5.835, 2.994], [-4.158, 4.743, -4.470], [-4.437, -2.060, 0.493], [-2.397, -4.156, -2.258], [-2.878, -1.239, -2.981], [0.856, 2.096, 5.199], [5.144, -3.627, -2.107], [-1.673, -4.426, 1.516], [0.555, -3.557, -4.034], [-2.193, -4.228, -1.197], [-2.916, -0.653, 1.025], [1.413, -2.664, -1.808], [-3.542, -5.859, -0.902], [-2.175, 5.047, 1.988], [-0.382, -1.927, -1.583], [1.949, -3.657, -0.996], [-1.454, -4.491, 2.572], [-0.938, 1.179, 1.568], [-2.248, -0.636, 3.338], [-2.351, -3.165, -5.719], [-2.819, -0.253, 0.020], [2.842, 1.586, 5.831], [-0.444, -3.198, -4.260], [-3.072, -6.038, 1.516], [-3.933, -2.169, 2.574], [1.677, 2.665, -0.566], [3.562, -2.408, -2.878], [-1.094, -2.348, -3.371]], "homo_ha": [-0.251, -0.250], "s2": 0.807, "lumo_energy_ev": [-0.327, -0.346], "energy_ha": -6446.20584, "spin_multiplicity": 2, "orbital_gap_ev": [6.49, 6.46]}

[4]
{"formula": "C5H8O", "method": "ωB97M-V with the def2-TZVPD basis set", "symbols": ["H", "H", "C", "C", "H", "H", "C", "H", "C", "H", "O", "H", "C", "H"], "coordinates": [[-0.201, 0.874, -1.639], [-1.889, 1.102, 0.299], [-1.033, 0.435, 0.364], [1.527, -0.117, -0.748], [0.152, -0.325, 2.129], [-1.866, -0.898, -1.080], [-0.422, 0.484, 1.668], [1.739, -0.880, 0.005], [-0.994, -0.792, -0.448], [2.111, 0.776, -0.509], [-0.407, 1.367, 2.493], [-0.660, -1.708, 0.029], [0.051, 0.177, -0.847], [1.893, -0.496, -1.714]], "smiles": "C[C@H]1C[C@H]1C=O", "homo_ha": -0.343, "lumo_energy_ev": 1.040, "energy_ha": -270.49242, "orbital_gap_ev": 10.37}

[5]
{"formula": "C5H12O2", "method": "ωB97M-V with the def2-TZVPD basis set", "symbols": ["C", "C", "C", "H", "H", "H", "H", "O", "H", "C", "H", "H", "H", "H", "H", "H", "H", "C", "O"], "coordinates": [[-1.209, -0.130, -1.951], [2.400, 0.088, 1.513], [1.238, 0.891, 0.943], [0.639, 1.334, 1.754], [2.039, -0.753, 2.109], [-1.294, 1.349, -0.367], [0.090, 1.536, -1.416], [-2.633, -1.400, 0.678], [3.028, 0.724, 2.142], [-0.540, 0.781, -0.928], [-3.055, -2.097, 0.164], [1.587, 1.737, 0.340], [-2.073, -0.628, -1.505], [3.022, -0.320, 0.710], [-1.685, -1.560, 0.554], [-1.546, 0.452, -2.813], [-0.516, -0.899, -2.305], [0.296, 0.050, 0.103], [0.211, -1.155, 0.275]], "smiles": "CCC(=O)CC.O", "homo_ha": -0.364, "lumo_energy_ev": 0.861, "energy_ha": -348.19252, "orbital_gap_ev": 10.77}

[6]
{"formula": "C3H6F2NS", "method": "ωB97M-V with the def2-TZVPD basis set", "symbols": ["S", "H", "C", "H", "H", "H", "H", "C", "F", "F", "N", "H", "C"], "coordinates": [[3.575, 1.261, 0.517], [-1.057, 1.722, -0.749], [-0.316, -0.067, -0.252], [-1.818, -3.041, -0.107], [-1.108, -2.383, 1.429], [-0.300, -3.169, -0.163], [0.508, 1.340, -1.422], [-0.964, -2.402, 0.321], [2.901, 0.043, -0.384], [0.604, 0.351, 0.878], [-0.838, -1.142, -0.302], [-0.820, 0.601, -2.202], [-0.479, 1.032, -1.264]], "homo_ha": [-0.489, -0.510], "lumo_energy_ev": [-10.319, -9.724], "total_charge": 1, "energy_ha": -770.06854, "orbital_gap_ev": [2.99, 4.15]}